Density functional theory data (wB97M-V/def2-TZVPD) for one molecule with the formula C9H9N3S.

Geometry as XYZ:
```
22
Properties=species:S:1:pos:R:3:lowdin_charge:R:1
C 3.79 0.86 1.04 -0.0558
N 3.34 0.08 -0.05 -0.3214
C 2.25 0.54 -0.88 -0.1396
C 1.05 0.14 -0.75 -0.0521
N -0.09 -0.23 -0.83 0.1856
C -1.35 -0.27 -0.42 -0.2752
C -1.69 -0.85 0.84 -0.0383
C -2.98 -0.75 1.29 -0.1159
C -3.95 -0.27 0.41 -0.1301
C -3.67 0.17 -0.88 -0.1130
C -2.34 0.25 -1.27 -0.0370
N 3.88 -1.08 -0.17 -0.5360
S 3.64 -2.03 -1.37 0.5764
H 2.76 1.14 1.59 0.1383
H 4.38 1.79 0.83 0.0992
H 4.37 0.25 1.61 0.0380
H 2.49 1.27 -1.66 0.1272
H -0.83 -0.96 1.55 0.1269
H -3.39 -1.25 2.30 0.1504
H -5.09 -0.16 0.62 0.1261
H -4.43 0.77 -1.47 0.1259
H -2.14 0.57 -2.31 0.1203
```

## Properties
lowest unoccupied orbital energy	0.212	eV
frontier orbital gap	0.29516	hartree
SMILES	CN(C=C=Nc1ccccc1)N=S
E_HOMO	-7.82	eV
total charge	0
relative energy (zero: lowest compared OMol25 entry of this formula, charge and spin)	5.135	eV
E	-24779.459	eV


Density functional theory data (wB97M-V/def2-TZVPD) for one molecule with the formula C9H9NO2S.

Geometry as XYZ:
```
22
Properties=species:S:1:pos:R:3:lowdin_charge:R:1
O -1.30 -0.04 1.97 -0.0662
N -1.66 0.33 0.80 -0.2156
C -2.60 1.13 0.39 -0.1088
C -2.78 1.27 -1.08 -0.4174
S -1.48 0.29 -1.91 0.9946
C -0.90 -0.51 -0.37 -0.6490
O -1.51 -1.71 -0.31 0.0134
C 0.54 -0.49 -0.08 -0.2208
C 1.27 0.57 -0.59 -0.0756
C 2.61 0.80 -0.40 -0.0746
C 3.28 -0.15 0.37 -0.0517
C 2.52 -1.31 0.79 -0.0642
C 1.16 -1.53 0.59 -0.0089
H -3.07 1.93 1.16 0.1899
H -3.68 0.64 -1.29 0.0861
H -2.84 2.26 -1.48 0.0716
H -1.64 -1.90 0.59 0.0796
H 0.86 1.37 -1.29 0.1066
H 2.97 1.77 -0.64 0.0921
H 4.32 -0.21 0.50 0.0799
H 3.17 -2.10 1.25 0.1123
H 0.74 -2.42 1.05 0.1265
```

## Properties
lowest unoccupied orbital energy (spin up / spin down)	0.622 / 0.622	eV
frontier orbital gap (spin up / spin down)	0.35010 / 0.35011	hartree
SMILES	[O-][N+]1=CCS[C@@]1(O)c1ccccc1
E_HOMO (spin up / spin down)	-8.90 / -8.90	eV
total charge	0
relative energy (zero: lowest compared OMol25 entry of this formula, charge and spin)	1.972	eV
E	-25895.745	eV


Density functional theory data (wB97M-V/def2-TZVPD) for one molecule with the formula C9H9NO2S.

Geometry as XYZ:
```
22
Properties=species:S:1:pos:R:3:lowdin_charge:R:1
C -0.65 2.46 0.84 -0.0344
C -0.77 1.48 -0.37 -0.2926
N 0.55 1.20 -1.02 0.0898
C 1.04 -0.01 -0.62 -0.1625
C 2.35 -0.51 -0.55 -0.0212
C 2.50 -1.78 -0.01 -0.0712
C 1.39 -2.56 0.44 -0.1030
C 0.11 -2.16 0.17 -0.0113
C -0.12 -0.80 -0.15 -0.1819
C -1.25 -0.02 0.08 -0.1627
S -2.94 -0.17 -0.51 0.7562
O -3.69 1.01 -0.21 -0.3738
O -3.53 -1.41 -0.08 -0.3887
H 0.35 2.36 1.20 0.0520
H -1.29 2.01 1.71 0.1129
H -1.02 3.50 0.59 0.0980
H -1.55 1.80 -1.09 0.1177
H 1.00 1.94 -1.41 0.0980
H 3.09 0.10 -0.97 0.0931
H 3.51 -2.31 0.31 0.1470
H 1.67 -3.38 1.16 0.1219
H -0.74 -2.74 0.49 0.1169
```

## Properties
lowest unoccupied orbital energy (spin up / spin down)	-1.604 / -1.549	eV
frontier orbital gap (spin up / spin down)	0.24240 / 0.22999	hartree
SMILES	C[C@H]1Nc2ccccc2C1=S(=O)=O
E_HOMO (spin up / spin down)	-8.20 / -7.81	eV
total charge	0
relative energy (zero: lowest compared OMol25 entry of this formula, charge and spin)	2.258	eV
E	-25895.458	eV


Density functional theory data (wB97M-V/def2-TZVPD) for one molecule with the formula C9H9NO5.

Geometry as XYZ:
```
24
Properties=species:S:1:pos:R:3:lowdin_charge:R:1
O -1.59 0.50 -0.64 0.0310
N -1.35 -0.15 0.37 -0.2290
C -1.48 0.16 1.58 -0.0341
C -1.95 1.46 2.00 -0.2629
O -2.55 2.21 1.03 0.0026
O -0.94 -1.54 0.08 -0.0034
C 0.23 -1.63 -0.72 -0.2682
C 0.17 -1.34 -2.19 -0.0511
C 0.79 -0.30 -2.67 -0.1051
C 1.75 0.49 -1.96 -0.0153
C 1.94 0.24 -0.65 -0.2098
O 2.53 1.09 0.29 0.0792
O 2.30 0.43 1.53 0.0082
C 1.53 -0.67 1.32 -0.0143
C 1.32 -0.87 -0.01 -0.0774
H -1.00 -0.59 2.25 0.1521
H -2.71 1.42 2.84 0.1473
H -1.07 1.85 2.57 0.1338
H -2.18 2.01 0.20 0.0383
H 0.38 -2.79 -0.71 0.1875
H -0.58 -1.92 -2.69 0.1202
H 0.84 -0.24 -3.68 0.0778
H 2.26 1.40 -2.39 0.1387
H 1.34 -1.22 2.24 0.1540
```

## Properties
lowest unoccupied orbital energy	0.052	eV
frontier orbital gap	0.28601	hartree
SMILES	[O-]/[N+](=C\CO)O[C@H]1C=CC=C2OOC=C21
E_HOMO	-7.73	eV
total charge	0
relative energy (zero: lowest compared OMol25 entry of this formula, charge and spin)	9.388	eV
E	-21197.212	eV


Density functional theory data (wB97M-V/def2-TZVPD) for one molecule with the formula C9H9NO5.

Geometry as XYZ:
```
24
Properties=species:S:1:pos:R:3:lowdin_charge:R:1
C -1.81 -1.48 -0.56 0.0270
C -0.62 -2.04 0.21 -0.4858
O -0.20 -3.12 -0.03 0.1262
N -0.03 -1.17 1.18 -0.0191
C 1.12 -1.81 1.84 -0.0354
C 0.33 0.03 0.48 -0.1347
C -0.20 1.19 0.82 -0.1890
O -1.09 1.28 1.84 0.0973
C 0.18 2.42 0.03 -0.2478
O 0.36 3.48 0.51 0.1847
C 0.32 2.16 -1.47 -0.2590
O -0.07 3.08 -2.37 0.0801
C 0.88 1.03 -1.80 0.0833
C 1.28 0.07 -0.70 -0.3120
O 2.25 -0.59 -0.80 0.1563
H -2.14 -2.26 -1.25 0.0868
H -1.57 -0.60 -1.16 0.0748
H -2.60 -1.18 0.13 0.0941
H 0.82 -2.81 2.14 0.0917
H 2.03 -1.83 1.23 0.0868
H 1.35 -1.28 2.77 0.0917
H -0.67 1.81 2.54 0.1332
H -0.94 2.85 -2.74 0.1266
H 1.02 0.78 -2.85 0.1422
```

## Properties
lowest unoccupied orbital energy	-0.846	eV
frontier orbital gap	0.32183	hartree
SMILES	CC(=O)N(C)C1=C(O)C(=O)C(O)=CC1=O
E_HOMO	-9.60	eV
total charge	0
relative energy (zero: lowest compared OMol25 entry of this formula, charge and spin)	2.416	eV
E	-21204.184	eV


Density functional theory data (wB97M-V/def2-TZVPD) for a 2-piece molecular cluster, C9H9O2P overall.

Geometry as XYZ:
```
21
Properties=species:S:1:pos:R:3:lowdin_charge:R:1
C 1.52 0.16 0.77 -0.1085
C -1.37 1.82 0.61 -0.0715
C 2.89 0.14 0.91 -0.1501
C -2.66 2.13 0.92 -0.1037
C 2.60 0.27 -1.21 -0.1123
C -2.77 0.90 -0.88 -0.1392
C 1.30 0.21 -0.64 -0.4946
C -1.40 1.00 -0.58 -0.4728
C 0.02 -3.33 -0.11 0.0462
O 3.55 0.11 -0.25 -0.0036
O -3.51 1.56 0.03 0.0034
P -0.25 0.07 -1.55 1.0213
H 0.68 -0.02 1.48 0.1225
H -0.55 2.15 1.10 0.0622
H 3.56 -0.01 1.83 0.1491
H -3.16 2.46 1.87 0.1457
H 2.97 0.10 -2.18 0.1003
H -3.13 0.54 -1.73 0.0713
H 0.17 -2.43 0.39 -0.0886
H -0.93 -3.41 -0.74 -0.0060
H 0.48 -4.41 -0.04 0.0289
```

## Properties
lowest unoccupied orbital energy (spin up / spin down)	-0.872 / 0.186	eV
frontier orbital gap (spin up / spin down)	0.28832 / 0.27368	hartree
E_HOMO (spin up / spin down)	-8.72 / -7.26	eV
total charge	0
relative energy (zero: lowest compared OMol25 entry of this formula, charge and spin)	5.307	eV
E	-22856.723	eV


Density functional theory data (wB97M-V/def2-TZVPD) for an isolated ion of composition C9H9O3 and charge -1.

Geometry as XYZ:
```
21
Properties=species:S:1:pos:R:3:lowdin_charge:R:1
C -1.10 -1.15 0.72 -0.0837
C -1.33 -0.26 -0.28 -0.2246
C -0.11 0.58 -0.39 -0.1550
C -0.06 1.70 -1.09 0.0957
C 1.99 0.76 1.12 -0.2534
C 2.08 -0.80 -0.77 -0.6706
C 0.33 -1.16 1.23 -0.1129
C 1.08 -0.07 0.37 -0.2558
C -2.67 0.19 -0.83 -0.0503
O 2.62 -1.76 -0.33 0.0298
O 2.17 1.96 1.03 0.0165
O 2.03 -0.18 -1.84 -0.0087
H -1.62 -1.94 1.29 0.0924
H 0.82 2.34 -1.04 0.0843
H -0.83 1.92 -1.65 -0.0024
H 2.63 0.20 1.89 0.1429
H 0.21 -0.95 2.35 0.1322
H 0.75 -2.08 1.08 0.0632
H -3.11 -0.73 -1.23 0.0737
H -2.46 0.90 -1.53 0.0207
H -3.40 0.53 -0.12 0.0660
```

## Properties
lowest unoccupied orbital energy (spin up / spin down)	3.640 / 1.674	eV
frontier orbital gap (spin up / spin down)	0.18167 / 0.22641	hartree
multiplicity	3
E_HOMO (spin up / spin down)	-1.30 / -4.49	eV
total charge	-1
E	-15617.611	eV


Density functional theory data (wB97M-V/def2-TZVPD) for one molecule with the formula C9H9O3P.

Geometry as XYZ:
```
22
Properties=species:S:1:pos:R:3:lowdin_charge:R:1
C -0.43 2.48 3.57 0.0152
C -0.33 1.23 3.05 -0.1920
P 0.29 0.90 1.41 0.5169
O 1.01 2.09 1.00 -0.2469
O 1.25 -0.42 1.46 -0.1582
C 1.69 -0.70 0.16 -0.1983
C 0.54 -0.84 -0.85 -0.1334
C 0.78 -1.67 -1.95 -0.0187
C -0.21 -1.74 -2.96 -0.0921
C -1.39 -1.04 -2.85 -0.0830
C -1.61 -0.25 -1.72 0.0040
C -0.65 -0.11 -0.71 -0.2315
O -0.93 0.66 0.41 -0.0758
H -0.91 2.63 4.53 0.0615
H -0.10 3.34 2.97 0.0730
H -0.65 0.41 3.67 0.0669
H 2.35 0.07 -0.25 0.1285
H 2.31 -1.61 0.19 0.1339
H 1.71 -2.19 -2.07 0.1109
H -0.04 -2.37 -3.80 0.0915
H -2.13 -1.14 -3.65 0.1105
H -2.56 0.27 -1.62 0.1172
```

## Properties
lowest unoccupied orbital energy	0.748	eV
frontier orbital gap	0.36504	hartree
SMILES	C=C[P@@]1(=O)OCc2ccccc2O1
E_HOMO	-9.19	eV
total charge	0
relative energy (zero: lowest compared OMol25 entry of this formula, charge and spin)	0.000	eV
E	-24911.235	eV


Density functional theory data (wB97M-V/def2-TZVPD) for one molecule with the formula C9H9OP.

Geometry as XYZ:
```
20
Properties=species:S:1:pos:R:3:lowdin_charge:R:1
C 1.88 1.12 -1.80 -0.1025
C 1.58 -0.24 -1.79 -0.0390
C 1.48 1.99 -0.85 -0.0710
C 1.02 -0.69 -0.56 -0.0298
C 0.99 1.48 0.33 -0.0416
C 0.61 0.20 0.43 -0.3206
C -2.33 -1.08 -0.33 -0.0515
C -2.17 -0.85 0.97 -0.3121
C -0.20 -0.18 1.53 -0.0957
O -1.26 -1.55 3.61 -0.5110
P -0.98 -1.78 2.15 0.7284
H 2.01 1.69 -2.70 0.1070
H 1.86 -0.99 -2.54 0.1121
H 1.77 3.02 -0.99 0.1158
H 0.83 -1.82 -0.60 0.1371
H 0.94 2.07 1.18 0.1093
H -3.26 -0.92 -0.99 0.0965
H -1.63 -1.61 -0.94 0.0358
H -2.88 -0.38 1.58 0.0592
H -0.28 0.51 2.32 0.0737
```

## Properties
lowest unoccupied orbital energy	-1.488	eV
frontier orbital gap	0.24619	hartree
E_HOMO	-8.19	eV
total charge	0
relative energy (zero: lowest compared OMol25 entry of this formula, charge and spin)	2.563	eV
E	-20811.019	eV


Density functional theory data (wB97M-V/def2-TZVPD) for CAg4O3 as an isolated structure.

Geometry as XYZ:
```
8
Properties=species:S:1:pos:R:3:lowdin_charge:R:1
Ag -1.84 0.13 -2.25 0.9209
Ag -1.28 -2.49 0.37 0.9240
Ag -1.23 3.54 -0.63 0.9747
Ag 2.21 -1.68 2.45 0.9489
C 0.59 0.15 -0.07 -0.8990
O 1.36 -0.57 0.68 0.0716
O 0.74 1.30 -0.25 0.1996
O -0.55 -0.38 -0.31 -0.1406
```

## Properties
lowest unoccupied orbital energy (spin up / spin down)	-12.926 / -14.389	eV
frontier orbital gap (spin up / spin down)	0.34715 / 0.28023	hartree
multiplicity	2
E_HOMO (spin up / spin down)	-22.37 / -22.01	eV
total charge	+3
E	-23140.831	eV


Density functional theory data (wB97M-V/def2-TZVPD) for a 2-piece molecular cluster, CBr2N4 overall.

Geometry as XYZ:
```
7
Properties=species:S:1:pos:R:3:lowdin_charge:R:1
C -1.56 0.25 -1.40 -0.8808
N -1.69 -0.64 -0.69 0.0745
N 1.07 -2.03 1.60 0.2129
N 1.04 -0.95 1.30 -0.3363
N 0.72 0.15 0.98 -0.4948
Br -1.40 1.63 -2.51 0.7978
Br 1.83 1.58 0.72 0.6267
```

## Properties
lowest unoccupied orbital energy	-0.546	eV
frontier orbital gap	0.33404	hartree
E_HOMO	-9.64	eV
total charge	0
relative energy (zero: lowest compared OMol25 entry of this formula, charge and spin)	1.160	eV
E	-147078.132	eV


Density functional theory data (wB97M-V/def2-TZVPD) for CBr3FO2S as an isolated structure.

Geometry as XYZ:
```
8
Properties=species:S:1:pos:R:3:lowdin_charge:R:1
C 0.61 0.84 1.02 -1.6253
O -1.09 -2.06 -1.89 -0.3898
O 0.62 -0.36 -1.46 -0.5805
F -1.73 -0.13 -0.23 -0.5241
S -0.40 -1.28 -0.98 0.6524
Br -0.85 1.60 2.00 0.7583
Br 1.42 -0.60 1.76 0.8647
Br 1.41 1.98 -0.22 0.8442
```

## Properties
lowest unoccupied orbital energy (spin up / spin down)	-3.461 / -3.539	eV
frontier orbital gap (spin up / spin down)	0.19628 / 0.19083	hartree
E_HOMO (spin up / spin down)	-8.80 / -8.73	eV
total charge	0
relative energy (zero: lowest compared OMol25 entry of this formula, charge and spin)	3.310	eV
E	-228807.674	eV